Entry 1:
Computed, not measured: a structure of composition C38H36MgN6O2S2Sb, with ωB97M-V/def2-TZVPD.

Calculated values
Charge: +1

Positions of all 86 atoms, in Å:
1 C -2.0761 -4.8832 0.1408
2 H 2.7863 2.8170 -2.6497
3 C -6.2568 -0.9761 -0.2281
4 H -1.3928 -5.6945 6.6288
5 H -5.0696 1.9311 1.0079
6 S -1.1858 -2.8620 1.7458
7 H -2.5803 -0.7795 1.9209
8 H -0.1113 -4.9351 1.0643
9 C -0.0788 2.0468 -4.2545
10 H -3.9895 -4.4600 -0.6956
11 C 2.7644 1.0748 0.5781
12 H 0.9261 -3.8686 3.5317
13 H -3.2456 2.1024 3.6344
14 H -1.8703 -5.6398 -0.6204
15 H -2.4851 0.5046 -3.5155
16 C -2.3971 2.2250 2.9814
17 H -2.3907 4.3703 3.0678
18 C 2.9146 -0.6026 -2.7795
19 Sb 1.5665 2.8264 0.2201
20 C -1.7698 1.0990 2.4589
21 C -0.2363 2.3941 1.3535
22 H -2.7653 2.1650 -4.0202
23 N 2.3249 0.0467 1.2986
24 N -0.3712 1.9727 -1.8894
25 H -3.4563 -5.1940 5.3697
26 C -6.2434 0.2374 0.4366
27 C -0.1006 -4.8234 5.1625
28 H -2.5247 -5.3924 0.9995
29 C 1.9515 -0.7424 -1.8420
30 C -2.6050 -3.0859 -1.6124
31 C 0.9013 2.3021 -1.7580
32 C -1.1880 -3.8411 3.2707
33 C -2.4959 -4.8935 4.9801
34 H 6.0048 0.2500 0.1125
35 H 5.2118 -1.6432 1.5204
36 H -0.2501 -3.7336 -0.2414
37 C -2.2941 -0.2459 2.8223
38 C -3.9239 -0.7425 -0.7163
39 O 0.0614 -2.0419 1.8264
40 N 2.3588 -0.0368 -5.1976
41 C -1.9225 3.4841 2.6673
42 C -3.1048 -3.8872 -0.4099
43 H -1.5147 -0.8155 3.3257
44 C -5.0732 0.9778 0.5027
45 S -2.3004 -1.2726 -1.3592
46 H 2.4118 -2.8106 1.9389
47 C -0.0251 -4.1547 3.9513
48 Mg 0.2875 -0.4286 0.7046
49 H -7.1461 0.6069 0.8973
50 N 5.3430 -1.0345 -2.1411
51 C -2.4258 -4.2041 3.7805
52 N 1.1182 -0.8972 -1.0347
53 H 4.3749 2.0769 -0.4073
54 C 4.9866 0.2039 0.4618
55 C 2.7676 -1.9867 2.5564
56 C 4.2491 -0.8417 -2.4364
57 H -1.6377 -3.4591 -1.9435
58 O -1.4611 -1.1892 -0.1197
59 H 3.5970 -2.3314 3.1693
60 H -0.4018 4.5181 1.5648
61 H -3.1614 -0.1589 3.4711
62 H -3.3249 -3.9366 3.2430
63 C 2.6087 -0.2885 -4.1047
64 C 3.2126 -0.8857 1.6579
65 H -5.1384 -2.3967 -1.3521
66 H 1.8761 2.5566 -4.9723
67 C -0.8224 3.5602 1.8373
68 H -0.5098 1.9432 -5.2386
69 C -0.8632 1.8456 -3.1221
70 C 4.0771 1.2017 0.1566
71 C -3.9116 0.4885 -0.0707
72 H -3.2840 -3.1347 -2.4599
73 H -7.1623 -1.5583 -0.2888
74 N -0.7038 1.1884 1.6566
75 H 1.9530 -1.6475 3.1912
76 H -2.8185 1.7506 -2.2976
77 H 0.8023 -5.0487 5.7086
78 C -1.3346 -5.1853 5.6791
79 C -5.1014 -1.4629 -0.8195
80 H -3.3947 -3.2062 0.3917
81 C -2.3261 1.5463 -3.2426
82 H -2.9912 1.0553 -0.0259
83 C -0.7760 -4.2230 0.5796
84 C 1.2540 2.3902 -4.1065
85 C 1.7571 2.5292 -2.8219
86 C 4.5398 -0.8476 1.2392

Entry 2:
Computed, not measured: a structure of composition C38H36N2O2PSSn, with ωB97M-V/def2-TZVPD.

Calculated values
Charge: -1

Positions of all 81 atoms, in Å:
1 C -0.1846 -2.0520 -4.7594
2 H -1.2866 4.0761 4.5714
3 O -1.9148 2.5295 -1.3301
4 C 3.8999 3.4581 -0.8420
5 H -2.5128 -3.1093 6.3715
6 H -3.2764 2.6695 1.0491
7 C -1.9847 -1.4093 5.1604
8 C -1.9161 -0.8660 3.8916
9 C 1.5737 -0.6233 -3.5442
10 H 1.8743 -1.0269 -6.6167
11 C 1.6891 -0.0747 4.4114
12 C -3.2162 -0.5595 -2.6698
13 C 3.4931 0.5588 5.8695
14 C -0.2075 2.6679 3.3647
15 H 3.6719 2.2231 2.9261
16 C 3.2972 1.5358 3.6747
17 C -2.8406 -2.1119 0.7039
18 H 4.0209 0.4597 6.8102
19 H 2.5003 -3.2189 -4.6191
20 C 2.1474 0.7941 3.4166
21 C 2.0791 -2.8945 -5.5733
22 N -2.3323 -1.2235 1.4813
23 H 3.5261 -1.4200 -6.1518
24 H 0.3295 -4.0984 -5.2301
25 C -3.5104 -3.0261 -1.4879
26 H 1.9578 -0.8553 6.3864
27 C 2.2607 1.8946 0.7979
28 H -1.5545 0.1392 3.7225
29 H 3.0471 0.1895 -4.5920
30 H 3.7251 0.3558 0.5015
31 H 0.8060 -0.6749 4.2220
32 C 0.5641 -3.0939 -5.5929
33 H -3.5937 -4.0048 -1.0247
34 C -3.8432 -2.8791 -2.8202
35 C -2.8651 -0.6553 -1.3127
36 Sn -1.1484 0.7457 -0.5903
37 O 1.6618 0.2239 -2.6818
38 S -3.3437 -3.6036 1.5182
39 C 2.7124 3.9734 -0.3462
40 H -3.2911 -4.4726 4.4578
41 H 2.4119 4.9831 -0.5981
42 C 3.9671 1.4153 4.8880
43 C -2.3321 -1.6359 2.8054
44 H 5.1892 1.7412 -0.9195
45 H -4.1991 -3.7251 -3.3954
46 C 3.4493 1.3807 0.2774
47 H -0.3123 -1.1338 -5.3412
48 C -2.8334 -2.9262 3.0253
49 C -1.3042 3.4536 3.6841
50 C 0.5149 -1.7084 -3.4447
51 C -1.9797 2.9199 -2.6590
52 H -4.0122 -1.4777 -4.4397
53 C -3.0642 -1.9302 -0.7395
54 H -3.2773 4.0601 3.0835
55 P 1.2213 0.7730 1.8154
56 H -1.6592 -0.8173 6.0071
57 N 2.4345 -0.6108 -4.6190
58 H 0.2129 -3.0438 -6.6284
59 H 4.5283 4.0612 -1.4862
60 H -3.0958 0.3921 -3.1725
61 H 4.8615 2.0008 5.0659
62 H -1.1900 -2.4113 -4.5374
63 H -2.7213 3.7230 -2.7863
64 C -1.3345 1.8312 1.3720
65 H 0.6580 2.6807 4.0167
66 C 4.2695 2.1561 -0.5253
67 H 0.9740 -2.5994 -3.0041
68 H 0.9651 3.6026 0.8443
69 C 2.3421 -0.1834 5.6281
70 C -2.8999 -3.4753 4.3022
71 C -2.4660 -2.7065 5.3674
72 C -0.2193 1.8580 2.2218
73 C -2.4152 2.6514 1.7086
74 C -3.7202 -1.6214 -3.4042
75 C 1.8976 3.1979 0.4713
76 H -2.2690 2.1230 -3.3592
77 H 2.5342 -3.5194 -6.3457
78 C 2.4903 -1.4460 -5.8100
79 H -0.1970 -1.3330 -2.7105
80 C -2.4159 3.4441 2.8474
81 H -1.0180 3.3149 -3.0296

E_LUMO in eV, matching the order above: -2.4132 2.5371
ΔE to the lowest compared entry with this formula, charge and spin in kcal per mole, matching the order above: 0.0 20.0